Formula: CH10IN2Sr
Source: the Open Molecules 2025 dataset
Level of theory: ωB97M-V with the def2-TZVPD basis set

As for the net charge: -1. Its max |F| is 3.7 eV/Å. The spin multiplicity is 1. The orbital gap comes out at 3.3 eV.

The geometry in XYZ format:
```
15
CH10IN2Sr | the Open Molecules 2025 dataset | ωB97M-V with the def2-TZVPD basis set
C -2.212 0.919 -0.954
Sr -0.364 0.258 0.540
N 1.879 0.007 1.988
N 1.149 -0.711 -1.343
H 1.899 -0.851 2.550
H -1.360 1.643 -0.546
H -3.154 1.379 -0.638
H -2.277 -0.155 -0.662
H -2.155 0.975 -2.044
H 1.558 -1.628 -1.146
H 1.932 -0.091 -1.569
H 0.608 -0.814 -2.210
H 2.721 -0.029 1.404
H 2.038 0.771 2.652
I -2.261 -1.673 1.977
```

Formula: CH10N2O2
Source: the Open Molecules 2025 dataset
Level of theory: ωB97M-V with the def2-TZVPD basis set

Its max |F| is 4.8 eV/Å. The value obtained for the energy above the lowest of the compared OMol25 structures with the same formula, charge and spin is 115.8 kJ/mol. As for the SMILES: NCN.O.O. The spin multiplicity is 1. The orbital gap comes out at 10.2 eV.

The geometry in XYZ format:
```
15
CH10N2O2 | the Open Molecules 2025 dataset | ωB97M-V with the def2-TZVPD basis set
N -1.769 -1.600 0.760
C -0.667 -0.558 0.575
N 0.460 -0.981 -0.391
H -1.606 -2.090 1.613
H -1.825 -2.307 0.025
H -0.978 0.483 0.376
H -0.122 -0.437 1.562
H 0.647 -1.781 0.191
H 1.236 -0.396 -0.421
H 0.806 4.078 2.043
H 2.048 3.287 1.886
O 1.223 3.478 1.452
H 0.319 -1.053 -3.688
H -0.129 -0.022 -2.581
O 0.356 -0.101 -3.402
```

Formula: CH10N2O2
Source: the Open Molecules 2025 dataset
Level of theory: ωB97M-V with the def2-TZVPD basis set

Its max |F| is 2.8 eV/Å. The value obtained for the energy above the lowest of the compared OMol25 structures with the same formula, charge and spin is 86.9 kJ/mol. As for the SMILES: NCN.O.O. The spin multiplicity is 1. The orbital gap comes out at 9.2 eV.

The geometry in XYZ format:
```
15
CH10N2O2 | the Open Molecules 2025 dataset | ωB97M-V with the def2-TZVPD basis set
N -0.032 -1.034 1.796
C 0.092 0.153 0.888
N -0.782 -0.058 -0.258
H -0.412 -0.685 2.733
H -0.528 -1.855 1.477
H 0.004 0.953 1.683
H 1.022 0.270 0.421
H -0.759 0.772 -0.843
H -1.718 -0.080 0.144
H 0.582 2.275 -2.273
H 0.057 3.045 -1.120
O -0.268 2.367 -1.778
H 1.307 -2.478 -1.480
H 0.339 -1.491 -0.786
O 1.095 -2.153 -0.605
```

Formula: CH10N2O2
Source: the Open Molecules 2025 dataset
Level of theory: ωB97M-V with the def2-TZVPD basis set

Its max |F| is 3.1 eV/Å. The value obtained for the energy above the lowest of the compared OMol25 structures with the same formula, charge and spin is 115.1 kJ/mol. As for the SMILES: NCN.O.O. The spin multiplicity is 1. The orbital gap comes out at 9.9 eV.

The geometry in XYZ format:
```
15
CH10N2O2 | the Open Molecules 2025 dataset | ωB97M-V with the def2-TZVPD basis set
N -1.374 -0.292 1.642
C 0.156 -0.235 1.654
N 0.850 -1.473 1.134
H -1.782 -1.135 1.351
H -1.870 0.433 1.186
H 0.450 0.718 1.096
H 0.444 -0.361 2.688
H 0.700 -2.224 1.834
H 1.849 -1.290 1.222
H -0.513 4.792 -3.740
H -0.996 4.232 -2.465
O -1.157 4.975 -3.081
H 0.717 -2.542 -0.751
H 1.618 -2.588 -2.188
O 0.907 -3.010 -1.581
```

Formula: CH10N2O2
Source: the Open Molecules 2025 dataset
Level of theory: ωB97M-V with the def2-TZVPD basis set

Its max |F| is 1.0 eV/Å. The value obtained for the energy above the lowest of the compared OMol25 structures with the same formula, charge and spin is 32.6 kJ/mol. As for the SMILES: NCN.O.O. The spin multiplicity is 1. The orbital gap comes out at 10.3 eV.

The geometry in XYZ format:
```
15
CH10N2O2 | the Open Molecules 2025 dataset | ωB97M-V with the def2-TZVPD basis set
N 1.362 0.079 -0.625
C 0.086 -0.107 0.045
N -0.596 1.143 0.418
H 1.192 0.560 -1.495
H 2.006 0.580 -0.047
H 0.225 -0.764 0.912
H -0.529 -0.678 -0.640
H -1.577 0.930 0.540
H -0.230 1.418 1.321
H 1.771 -0.879 -3.992
H 0.944 -1.004 -2.751
O 0.856 -0.978 -3.700
H -2.069 -0.382 3.009
H -1.122 -0.599 4.192
O -1.642 0.069 3.736
```

Formula: CH10N2O4
Source: the Open Molecules 2025 dataset
Level of theory: ωB97M-V with the def2-TZVPD basis set

Its max |F| is 3.4 eV/Å. The value obtained for the energy above the lowest of the compared OMol25 structures with the same formula, charge and spin is 65.6 kJ/mol. As for the SMILES: NC(N)=O.O.O.O. The spin multiplicity is 1. The orbital gap comes out at 10.2 eV.

The geometry in XYZ format:
```
17
CH10N2O4 | the Open Molecules 2025 dataset | ωB97M-V with the def2-TZVPD basis set
C -0.862 -0.061 -1.125
O -0.057 -0.782 -0.538
N -1.867 0.617 -0.487
N -0.833 -0.028 -2.549
H -1.905 0.381 0.513
H -2.431 1.339 -1.080
H -0.016 -0.299 -3.035
H -1.468 0.508 -3.108
O 2.775 -0.049 -0.040
H 2.609 -0.297 -0.956
H 3.504 0.587 -0.231
O -1.344 0.220 2.068
H -1.688 -0.313 2.782
H -0.386 0.035 2.052
O 1.084 -0.686 2.216
H 1.891 -0.173 2.194
H 0.995 -0.999 1.322
```

Formula: CH10N2O4
Source: the Open Molecules 2025 dataset
Level of theory: ωB97M-V with the def2-TZVPD basis set

Its max |F| is 1.4 eV/Å. The value obtained for the energy above the lowest of the compared OMol25 structures with the same formula, charge and spin is 67.2 kJ/mol. As for the SMILES: NC(N)=O.O.O.O. The spin multiplicity is 1. The orbital gap comes out at 10.7 eV.

The geometry in XYZ format:
```
17
CH10N2O4 | the Open Molecules 2025 dataset | ωB97M-V with the def2-TZVPD basis set
O 0.160 1.727 1.700
H 1.083 1.523 1.870
H -0.264 1.730 2.563
O 0.982 3.948 -2.453
H 0.049 3.801 -2.260
H 1.356 3.063 -2.437
O -0.974 1.799 -0.861
H -0.733 0.922 -1.177
H -0.699 1.805 0.069
C 0.027 -2.200 -0.007
O 0.528 -1.579 -0.923
N -1.067 -3.024 -0.112
N 0.651 -2.267 1.226
H -1.650 -3.125 0.698
H -1.373 -3.243 -1.040
H 0.335 -2.964 1.876
H 1.589 -1.916 1.269
```

Formula: CH10N2Si2
Source: the Open Molecules 2025 dataset
Level of theory: ωB97M-V with the def2-TZVPD basis set

Its max |F| is 2.9 eV/Å. The value obtained for the energy above the lowest of the compared OMol25 structures with the same formula, charge and spin is 166.0 kJ/mol. The spin multiplicity is 1. The orbital gap (spin up / spin down) comes out at 7.7 / 7.7 eV.

The geometry in XYZ format:
```
15
CH10N2Si2 | the Open Molecules 2025 dataset | ωB97M-V with the def2-TZVPD basis set
C 0.862 -1.491 0.664
N 0.966 1.355 0.043
N -2.006 0.887 0.322
Si 1.756 -0.185 -0.277
Si -1.833 -0.637 -0.411
H 0.947 -2.517 0.353
H 0.663 -1.375 1.715
H 1.280 2.113 -0.550
H 1.033 1.668 1.003
H -1.195 1.490 0.277
H -2.876 1.398 0.305
H 1.618 -0.343 -1.738
H 3.218 -0.058 -0.001
H -2.825 -1.548 0.139
H -1.610 -0.755 -1.844
```

Formula: CH10N3
Source: the Open Molecules 2025 dataset
Level of theory: ωB97M-V with the def2-TZVPD basis set

As for the net charge: +1. Its max |F| is 3.1 eV/Å. The value obtained for the energy above the lowest of the compared OMol25 structures with the same formula, charge and spin is 97.6 kJ/mol. The spin multiplicity is 1. The orbital gap comes out at 10.8 eV.

The geometry in XYZ format:
```
14
CH10N3 | the Open Molecules 2025 dataset | ωB97M-V with the def2-TZVPD basis set
N -1.457 -1.351 -0.699
H -1.549 -2.254 -0.226
H -2.459 -1.162 -0.794
H -1.057 -1.642 -1.588
H -0.554 0.465 -0.559
N -0.131 1.337 -0.133
C 0.673 0.591 0.944
N 1.855 0.047 0.426
H -0.971 1.746 0.286
H 0.139 1.811 -0.995
H 0.000 -0.218 1.214
H 0.902 1.091 1.896
H 2.661 0.481 0.000
H 1.948 -0.940 0.228
```

Formula: CH10N3O2
Source: the Open Molecules 2025 dataset
Level of theory: ωB97M-V with the def2-TZVPD basis set

As for the net charge: +2. Its max |F| is 7.0 eV/Å. The value obtained for the energy above the lowest of the compared OMol25 structures with the same formula, charge and spin is 203.2 kJ/mol. The spin multiplicity is 2. The orbital gap (spin up / spin down) comes out at 6.8 / 2.0 eV.

The geometry in XYZ format:
```
16
CH10N3O2 | the Open Molecules 2025 dataset | ωB97M-V with the def2-TZVPD basis set
N -0.007 0.571 0.142
C -0.106 0.629 1.464
N -1.304 0.246 1.998
N 0.552 1.561 2.172
H -0.859 0.395 -0.412
H 0.900 0.384 -0.374
H -1.442 0.689 2.915
H -1.820 -0.416 1.424
H 1.236 2.001 1.529
H 0.221 2.173 2.967
H -1.451 -2.324 -3.766
H -1.626 -3.024 -2.447
O -1.231 -2.166 -2.852
H 2.309 0.530 -1.959
H 2.440 -0.955 -2.270
O 1.985 -0.318 -1.721
```

Formula: CH10NSi2
Source: the Open Molecules 2025 dataset
Level of theory: ωB97M-V with the def2-TZVPD basis set

As for the net charge: +1. Its max |F| is 3.0 eV/Å. The value obtained for the energy above the lowest of the compared OMol25 structures with the same formula, charge and spin is 18.4 kJ/mol. The spin multiplicity is 1. The orbital gap comes out at 9.8 eV.

The geometry in XYZ format:
```
14
CH10NSi2 | the Open Molecules 2025 dataset | ωB97M-V with the def2-TZVPD basis set
C -1.286 -0.968 -0.262
N 2.525 0.768 0.082
Si -2.306 0.457 0.578
Si 0.600 -0.777 -0.577
H -1.706 -1.910 0.158
H 3.311 0.078 -0.101
H 2.785 1.228 0.974
H 2.692 1.494 -0.700
H -2.016 1.626 -0.092
H -3.585 -0.211 0.777
H -1.956 0.665 1.997
H 1.240 0.125 -1.671
H 1.549 -1.627 0.133
H -1.846 -0.948 -1.296
```

Formula: CH10NSi2
Source: the Open Molecules 2025 dataset
Level of theory: ωB97M-V with the def2-TZVPD basis set

As for the net charge: +1. Its max |F| is 3.3 eV/Å. The value obtained for the energy above the lowest of the compared OMol25 structures with the same formula, charge and spin is 0.0 kJ/mol. The spin multiplicity is 3. The orbital gap (spin up / spin down) comes out at 9.4 / 8.7 eV.

The geometry in XYZ format:
```
14
CH10NSi2 | the Open Molecules 2025 dataset | ωB97M-V with the def2-TZVPD basis set
C -0.113 0.043 0.235
N 0.081 -1.546 0.106
Si -1.932 0.730 0.366
Si 1.857 0.748 0.016
H -0.086 0.488 -2.030
H -0.491 -2.016 0.810
H 1.011 -1.914 0.229
H -0.008 -1.830 -0.887
H -2.377 0.766 1.835
H -1.996 2.204 -0.039
H -2.481 -0.200 -0.644
H 2.457 0.725 1.362
H 1.644 2.050 -0.563
H 2.436 -0.249 -0.797
```